Below is a molecular structure, C33H30CoO5P2 at a distorted geometry, with properties calculated with ωB97M-V with the def2-TZVPD basis set.

Last column: Löwdin charge in e.
Cartesian coordinates (Å):
Co1 -12.47996 -4.64437 -15.42732  0.746
O1 -15.63014 -7.12444 -15.09321  0.057
C1 -14.87148 -6.18379 -15.33089  -0.554
O2 -13.63450 -6.09572 -14.88286  -0.125
C2 -15.40151 -4.98093 -16.10733  -0.094
C3 -15.29510 -3.70170 -15.28137  -0.246
C4 -16.29162 -2.67371 -15.73239  -0.091
C5 -15.70361 -2.24782 -17.11252  -0.086
C6 -14.44038 -3.08136 -17.19957  -0.218
O3 -14.01231 -3.12831 -15.76985  -0.135
C7 -14.76026 -4.53648 -17.47839  -0.103
C8 -13.49629 -5.21491 -17.94512  -0.569
O4 -13.48139 -5.89616 -18.95017  0.087
O5 -12.40722 -4.92656 -17.25162  -0.121
H1 -16.43775 -5.26448 -16.23338  0.148
H2 -15.18913 -3.83781 -14.21425  0.131
H3 -17.28507 -3.12650 -15.86486  0.128
H4 -16.30254 -1.84050 -15.02101  0.117
H5 -16.42546 -2.45094 -17.89948  0.118
H6 -15.48853 -1.17273 -17.17196  0.120
H7 -13.59096 -2.70024 -17.76041  0.165
H8 -15.42808 -4.62769 -18.33213  0.158
C9 -11.42394 -2.93230 -11.62068  -0.524
P1 -12.28493 -4.12700 -12.75526  1.042
C10 -12.64142 -5.61049 -11.76837  -0.373
C11 -11.73952 -6.12424 -10.81547  -0.101
C12 -12.08008 -7.14064 -9.96312  -0.087
C13 -13.32748 -7.73430 -10.07271  -0.074
C14 -14.21620 -7.23708 -10.99566  -0.075
C15 -13.89877 -6.19532 -11.84557  -0.087
C16 -10.88827 -4.67341 -13.81351  -0.423
C17 -10.32289 -3.66710 -14.62284  -0.147
C18 -9.38634 -3.93279 -15.60120  -0.069
C19 -9.06550 -5.23396 -15.90441  -0.057
C20 -9.66873 -6.26421 -15.19261  -0.042
C21 -10.55140 -6.00674 -14.14662  -0.065
P2 -12.59145 -1.55325 -11.36502  0.994
C22 -14.00466 -2.47784 -10.63291  -0.426
C23 -13.87369 -3.15984 -9.42885  -0.097
C24 -14.90044 -3.93608 -8.91261  -0.078
C25 -16.09958 -4.01590 -9.58722  -0.090
C26 -16.26482 -3.32158 -10.76223  -0.079
C27 -15.21700 -2.56828 -11.30727  -0.109
C28 -11.93483 -0.76860 -9.85469  -0.407
C29 -10.63637 -0.96052 -9.40166  -0.101
C30 -10.22188 -0.33862 -8.23029  -0.093
C31 -11.04195 0.49961 -7.52247  -0.109
C32 -12.32982 0.71471 -7.93989  -0.082
C33 -12.77797 0.05596 -9.09525  -0.098
H9 -10.59930 -2.49650 -12.16480  0.032
H10 -11.07067 -3.40660 -10.71399  0.043
H11 -10.72894 -5.67219 -10.76819  0.116
H12 -11.38213 -7.50034 -9.24970  0.095
H13 -13.64136 -8.55774 -9.43555  0.110
H14 -15.21327 -7.66206 -11.06731  0.115
H15 -14.63329 -5.83363 -12.59066  0.107
H16 -10.56755 -2.64886 -14.38617  0.104
H17 -8.99071 -3.10792 -16.18595  0.120
H18 -8.37585 -5.40887 -16.70360  0.110
H19 -9.51248 -7.27207 -15.50781  0.111
H20 -11.02145 -6.81774 -13.60456  0.117
H21 -12.91808 -3.14540 -8.86764  0.123
H22 -14.75447 -4.46587 -7.98494  0.106
H23 -16.87656 -4.64961 -9.18656  0.107
H24 -17.19022 -3.40428 -11.28438  0.096
H25 -15.30537 -2.08710 -12.27542  0.088
H26 -9.93192 -1.58168 -9.92889  0.091
H27 -9.22204 -0.52548 -7.84308  0.107
H28 -10.72081 0.98076 -6.59858  0.109
H29 -13.04179 1.34852 -7.42176  0.106
H30 -13.82562 0.20037 -9.38617  0.109

Output
**Total charge**: 0
**2S+1**: 4
**DFT total energy**: -101150.725 eV